15
Properties=species:S:1:pos:R:3:lowdin_charge:R:1 method="wB97M-V/def2-TZVPD" e_above_lowest_kcal_mol=23.6 e_tot_ha=-970.79412 smiles="C=CN.CSS" e_homo_ev=-8.289 charge=0 mol_weight_g_mol=123.25
H 1.617 -1.573 -0.738 0.095
S -0.893 1.495 0.607 0.307
H -4.005 -0.198 -0.993 0.028
N 1.757 -0.844 1.190 0.034
C 2.613 0.234 -0.795 -0.041
H 0.345 1.168 0.226 -0.242
H 1.963 -0.032 1.745 0.083
C -3.279 -0.020 -0.206 -0.488
C 1.964 -0.750 -0.172 -0.331
H -3.693 0.541 0.595 0.007
H 2.573 0.211 -1.871 0.043
H 0.955 -1.381 1.465 0.079
H -2.886 -0.923 0.265 0.031
S -1.958 0.926 -1.006 0.348
H 2.928 1.144 -0.311 0.048



57
Properties=species:S:1:pos:R:3:lowdin_charge:R:1 method="wB97M-V/def2-TZVPD" e_above_lowest_kcal_mol=36.0 e_tot_ha=-1224.88827 smiles="CC[C@H](C)[C@H](NC(C)=O)C(=O)NC.CC[C@@H](C#N)NC(=O)c1ccccc1" e_homo_ev=-9.594 charge=0 mol_weight_g_mol=374.49
N 3.250 1.681 4.160 0.164
O 5.115 3.235 1.360 0.081
H -3.414 -1.894 -2.243 0.143
H -0.680 -5.090 -0.021 0.074
H -2.791 -3.361 -5.442 0.085
C 6.198 7.297 0.657 -0.069
H 2.741 5.821 -0.297 0.106
H 0.487 0.747 0.801 0.078
H -6.211 -2.769 1.187 0.144
H 1.647 -0.354 0.029 0.079
H -0.999 -4.396 -1.625 0.085
H 2.372 1.986 -0.261 0.120
C 4.038 7.515 -0.412 -0.078
C 5.873 5.996 1.054 -0.006
H -2.324 -1.688 0.625 0.105
H -5.998 -5.321 0.033 0.087
C 4.619 5.444 0.740 -0.141
C -4.727 -2.741 -0.124 -0.458
H 0.358 -3.096 0.731 0.074
H -0.827 -3.171 2.061 0.080
H 1.656 -0.162 1.793 0.074
H -2.691 -4.139 0.881 0.126
H -6.396 -5.003 1.732 0.088
H 3.332 8.103 -0.990 0.103
C 5.279 8.058 -0.072 -0.082
H -0.166 -1.615 1.559 0.042
C 2.346 2.540 1.831 -0.299
C -1.630 -2.413 0.200 -0.213
C 1.512 0.364 0.844 -0.116
N 2.924 3.821 1.424 0.090
H -4.704 -5.220 1.252 0.078
C 3.709 6.219 -0.008 -0.035
H -2.054 -2.096 -4.430 0.081
H -2.040 -5.678 -0.982 0.081
N -3.389 -2.902 -2.217 0.122
C -5.668 -4.813 0.942 -0.061
H 2.307 4.625 1.380 0.130
C -3.671 -3.534 -0.918 -0.180
H -1.231 -2.001 -0.728 0.110
C -3.183 -3.556 -3.360 -0.558
O -4.801 -1.523 -0.220 0.042
H -3.809 -2.071 -4.756 0.083
C 4.260 4.093 1.191 -0.432
H -4.091 -4.519 -1.117 0.134
H 3.540 1.101 0.726 0.119
H 1.273 2.699 1.980 0.152
C 2.874 2.062 3.124 -0.160
O -3.194 -4.776 -3.454 0.037
N -5.565 -3.373 0.703 0.032
H 6.593 5.410 1.621 0.121
H 5.535 9.068 -0.380 0.103
C -2.942 -2.706 -4.585 0.002
C -1.461 -4.791 -0.720 -0.049
C 2.521 1.503 0.710 -0.207
C -0.485 -2.591 1.203 -0.097
H 7.168 7.713 0.913 0.105
C -2.381 -3.735 -0.083 -0.319



15
Properties=species:S:1:pos:R:3:lowdin_charge:R:1 method="wB97M-V/def2-TZVPD" multiplicity=2 e_above_lowest_kcal_mol=60.6 e_tot_ha=-287.64863 e_homo_ev="-0.833 / -1.902" charge=-1 mol_weight_g_mol=87.12
H 1.947 -0.750 1.967 0.056
H -0.051 0.351 -0.364 -0.004
H 2.669 -0.523 -1.641 -0.013
C 1.163 -0.537 1.121 -0.311
N 1.672 0.226 0.016 -0.298
O -0.735 0.165 -0.996 0.000
C -3.061 0.023 -0.412 -0.042
H 0.570 -1.539 0.931 0.066
C -1.870 0.582 -0.512 -0.378
C 2.737 0.079 -0.745 -0.252
H -3.428 -0.936 -0.749 0.029
H 3.588 0.556 -0.310 -0.023
H 0.465 0.104 1.587 0.012
H -3.869 0.680 0.013 0.043
H -1.798 1.519 0.094 0.115



9
Properties=species:S:1:pos:R:3:lowdin_charge:R:1 method="wB97M-V/def2-TZVPD" e_above_lowest_kcal_mol=93.9 e_tot_ha=-552.84242 smiles="C=C=C1CS1" e_homo_ev=-8.439 charge=0 mol_weight_g_mol=84.14
C 1.024 -0.207 0.166 -0.152
S -1.341 0.905 0.104 0.809
H -1.929 -1.457 0.954 0.135
H 1.758 1.263 -0.999 0.082
C -1.593 -0.890 -0.029 -0.402
C -0.233 -0.513 0.031 -0.524
H 2.553 1.218 0.687 0.073
H -2.103 -1.057 -0.880 0.018
C 1.864 0.738 -0.034 -0.039



66
Properties=species:S:1:pos:R:3:lowdin_charge:R:1 method="wB97M-V/def2-TZVPD" e_above_lowest_kcal_mol=7.3 e_tot_ha=-2189.31164 smiles="COc1ccc(-c2cc(C(=O)Nc3ccc(S(=O)(=O)Nc4onc(C)c4C)cc3)c3ccccc3n2)cc1OC" e_homo_ev=-7.878 charge=0 mol_weight_g_mol=558.62
C -0.192 3.950 -0.583 -0.424
C 1.609 1.980 -1.991 -0.026
H -2.536 -1.846 0.243 0.109
C 2.439 1.032 -2.523 -0.061
C -4.457 0.912 0.132 0.055
C 4.327 -2.557 -0.566 -0.172
O -6.670 1.321 0.633 -0.068
C 4.180 2.727 0.986 -0.044
H 3.078 -5.173 -0.871 0.085
H 3.558 4.540 0.036 0.120
H 3.381 1.326 -2.964 0.106
C 4.228 -1.429 0.209 -0.319
H -8.587 1.860 0.714 0.093
H -2.418 2.718 0.149 0.125
N 5.136 -0.461 0.553 0.011
C 5.511 -3.105 -1.280 -0.026
H 1.226 5.216 0.070 0.162
H 2.125 0.419 2.345 0.121
C 0.385 1.607 -1.405 -0.107
C -0.004 0.238 -1.438 -0.197
C -3.410 -1.224 0.341 -0.024
H 1.882 3.024 -2.036 0.117
C 2.414 1.316 1.825 -0.028
C 2.075 -0.323 -2.516 -0.076
N 2.223 -2.329 0.194 0.118
H 2.633 -4.217 -2.284 0.085
C -2.040 0.665 -0.458 -0.203
H 5.442 -2.910 -2.351 0.083
O 6.253 0.980 2.225 -0.284
O 4.493 -0.540 3.043 -0.252
H -8.342 0.202 0.112 0.097
C -1.728 2.042 -0.333 0.067
C 1.473 2.216 1.362 0.013
S 4.975 0.360 2.046 0.693
C -7.026 -2.816 1.734 -0.081
C -5.743 -0.964 0.935 -0.188
H 0.424 2.033 1.530 0.126
H 5.569 -4.183 -1.138 0.082
H -8.171 0.553 1.851 0.091
C 2.510 -4.307 -1.206 -0.013
C -4.602 -1.749 0.797 -0.010
H -4.454 1.954 -0.145 0.125
C -3.317 0.125 0.013 -0.167
C -8.012 0.943 0.844 -0.076
O 2.975 -1.287 0.663 -0.007
N 0.957 4.240 0.113 0.145
H -8.054 -2.965 2.064 0.095
H 6.428 -2.653 -0.906 0.074
H 2.750 -1.052 -2.940 0.103
C 3.243 3.632 0.530 -0.005
H 1.461 -4.450 -0.971 0.083
C -0.516 2.505 -0.772 -0.091
H 6.090 -0.650 0.290 0.123
C 0.873 -0.714 -1.998 -0.014
H -6.344 -3.084 2.547 0.097
C -5.669 0.397 0.578 -0.188
C 1.881 3.358 0.671 -0.247
C 3.753 1.569 1.605 -0.282
H 5.239 2.897 0.872 0.117
N -1.184 -0.192 -0.965 0.182
H -6.830 -3.455 0.867 0.098
H -4.638 -2.794 1.057 0.103
O -6.934 -1.452 1.407 -0.114
H 0.559 -1.745 -1.999 0.108
C 3.004 -3.081 -0.533 -0.323
O -0.882 4.847 -1.013 0.104



12
Properties=species:S:1:pos:R:3:lowdin_charge:R:1 method="wB97M-V/def2-TZVPD" e_above_lowest_kcal_mol=66.6 e_tot_ha=-629.34105 smiles=C#C[C@@](C)(O)S e_homo_ev=-9.374 charge=0 mol_weight_g_mol=102.16
H 1.234 -1.024 0.045 0.084
H 1.548 0.793 0.308 0.114
H -2.682 2.747 -0.890 0.053
C 0.902 0.005 -0.150 -0.053
C -1.342 1.079 -0.036 -0.172
H 0.808 0.178 -1.157 0.045
C -2.016 1.934 -0.545 0.124
C -0.542 -0.064 0.354 -0.922
H -0.919 -1.529 -1.398 -0.096
H -1.279 -0.726 2.142 0.083
S -1.432 -1.547 -0.147 0.837
O -0.597 -0.103 1.798 -0.098



36
Properties=species:S:1:pos:R:3:lowdin_charge:R:1 method="wB97M-V/def2-TZVPD" multiplicity=2 e_tot_ha=-637.74894 e_homo_ev="0.896 / -5.555" charge=-1 mol_weight_g_mol=207.32
H 2.358 -2.765 -0.244 0.038
C -3.733 -0.141 -0.114 -0.310
C 4.765 1.669 -0.381 -0.149
H 5.272 1.907 -1.426 0.111
C 3.114 -2.079 -0.001 -0.142
H -0.946 1.502 0.938 0.051
H -3.279 1.938 0.378 0.089
H 3.833 -2.418 0.700 0.026
C -2.039 -1.604 0.863 -0.120
H 5.336 1.221 0.583 0.097
H -1.791 -2.564 1.333 0.092
H 3.167 2.388 0.964 0.063
H 1.369 -0.998 -0.257 0.066
H -5.771 0.793 -2.491 0.068
C 3.065 1.296 1.419 -0.352
C 2.124 -1.019 0.462 -0.153
H 4.390 2.737 -0.222 0.053
H 2.378 1.420 2.230 0.013
C 3.605 0.776 -0.642 -0.583
H -4.040 0.636 -2.773 0.074
H 3.871 -1.961 -0.915 0.123
C -2.899 0.944 0.343 -0.042
C -4.861 0.181 -2.198 -0.108
O 3.405 0.314 -1.833 -0.073
H 4.053 0.953 1.985 0.050
H -5.817 -0.583 -0.348 0.115
H 1.662 -1.114 1.528 0.105
N 2.740 0.457 0.330 -0.092
H -5.045 -0.874 -2.638 0.090
H -5.464 1.075 -0.197 0.139
C -1.173 -0.541 1.151 -0.103
H -3.695 -2.342 -0.390 0.135
C -1.606 0.737 0.774 -0.114
C -3.211 -1.421 0.135 -0.065
C -5.000 0.099 -0.655 -0.275
H -0.137 -0.618 1.609 0.081



14
Properties=species:S:1:pos:R:3:lowdin_charge:R:1 method="wB97M-V/def2-TZVPD" e_above_lowest_kcal_mol=112.2 e_tot_ha=-361.70208 smiles="N[C@@]12C[C@@H]1O2.C=O" e_homo_ev=-8.717 charge=0 mol_weight_g_mol=101.10
C -0.592 -0.543 0.824 -0.145
N 1.647 0.590 1.759 0.133
C 0.634 0.155 0.921 -0.484
C -1.470 0.393 -2.092 -0.163
C 0.580 -1.017 0.013 0.000
H 2.439 0.899 1.206 0.094
O -1.402 -0.777 -2.383 -0.021
H -1.358 -0.991 1.437 0.141
H 1.070 -1.884 0.454 0.115
O -0.541 0.864 0.423 -0.031
H -0.617 1.083 -2.212 0.086
H 0.634 -0.933 -1.070 0.090
H 1.373 1.316 2.408 0.095
H -2.395 0.844 -1.688 0.090



10
Properties=species:S:1:pos:R:3:lowdin_charge:R:1 method="wB97M-V/def2-TZVPD" e_above_lowest_kcal_mol=45.6 e_tot_ha=-280.53187 smiles="NNC(N)=O" e_homo_ev=-9.504 charge=0 mol_weight_g_mol=75.07
N 2.001 0.204 0.057 -0.031
N -1.698 -0.507 0.084 0.077
H 0.669 -0.973 -0.887 0.066
H -2.728 -0.196 0.040 0.148
O -0.889 1.665 -0.027 -0.055
H 2.173 0.200 1.099 0.077
N 0.628 -0.325 -0.147 -0.102
H -1.352 -1.687 0.213 0.235
H 1.921 1.242 -0.413 0.136
C -0.725 0.378 -0.018 -0.552



73
Properties=species:S:1:pos:R:3:lowdin_charge:R:1 method="wB97M-V/def2-TZVPD" multiplicity=2 e_tot_ha=-3214.44795 e_homo_ev="-15.370 / -15.364" charge=+3 mol_weight_g_mol=616.57
H 4.459 3.065 -0.754 0.114
H 0.121 2.084 3.556 0.031
H -0.167 4.283 0.614 0.070
C -1.943 -5.324 -1.192 -0.062
H -0.900 -6.026 2.853 0.065
C 0.922 2.551 -1.784 -0.192
C -3.395 -3.040 -0.361 0.041
H -1.072 1.210 4.556 0.063
C -2.639 -6.329 1.645 0.023
H -5.136 -4.095 -1.104 0.147
H -3.102 -6.974 0.864 0.106
C -1.066 -0.558 -3.262 -0.295
H 0.626 2.951 -2.758 0.074
C -1.272 -4.304 -0.514 -0.186
P -0.611 0.036 2.388 0.781
H 2.040 -0.005 2.043 0.021
H 1.687 3.217 -1.370 0.062
C -4.039 -4.057 -1.016 -0.002
H -0.518 0.980 -0.306 -0.003
H 1.403 -3.165 -2.140 0.050
C -1.074 -1.471 3.377 -0.343
C 3.461 0.027 0.484 -0.336
H -1.364 -6.243 -1.424 0.153
H 3.279 2.043 1.227 0.109
O -1.215 -2.070 0.102 -0.175
H 1.364 1.559 -1.951 0.000
C -1.315 -6.162 1.849 -0.168
H 2.708 -0.538 -3.133 0.017
H -3.788 -5.920 -2.150 0.150
H -1.088 -1.242 -4.109 0.055
H -3.381 -5.817 2.253 0.082
H -2.923 2.512 -0.789 0.067
C -0.218 3.236 0.910 -0.213
C 1.691 -0.520 -3.560 -0.272
H -1.919 -2.006 2.909 0.034
P 0.415 -0.923 -2.271 0.809
H 0.635 -2.886 -3.767 0.060
H 1.497 0.462 -4.016 0.049
P -0.514 2.415 -0.673 0.899
H 5.344 1.642 -2.556 0.127
H -1.457 -1.058 4.317 0.064
C 3.948 -0.783 -0.575 -0.052
C -2.330 0.573 2.297 -0.308
H 3.872 -1.857 -0.481 0.099
H -1.059 0.462 -3.640 0.033
H -2.490 1.516 1.767 0.026
Yb -0.025 -3.620 1.639 1.540
H -1.964 -0.718 -2.669 0.029
H -0.985 3.121 1.689 0.050
H -2.121 3.803 -1.734 0.076
C -1.964 -3.049 -0.316 -0.428
H -2.722 0.717 3.324 0.067
C 4.274 1.997 -0.695 -0.093
H -0.208 -2.104 3.660 0.016
H -0.123 -4.518 -0.339 0.112
H 1.647 -1.284 -4.359 0.052
C -0.203 1.081 3.875 -0.279
C 4.663 -0.195 -1.617 -0.100
H 0.758 2.970 1.328 0.052
C 0.516 -2.741 -2.670 -0.295
H 0.608 0.657 4.497 0.059
H -2.969 -0.179 1.810 0.041
H -3.985 -2.329 0.204 0.135
C 3.597 1.421 0.386 -0.054
C -2.095 2.746 -1.469 -0.184
H 3.317 -1.038 2.209 0.083
C 4.858 1.190 -1.670 -0.071
H -0.615 -6.679 1.155 0.079
H -2.184 2.141 -2.376 0.051
H 5.077 -0.791 -2.429 0.118
C -3.284 -5.135 -1.554 0.018
N 2.737 -0.571 1.529 0.048
H -0.420 -3.265 -2.374 0.010



66
Properties=species:S:1:pos:R:3:lowdin_charge:R:1 method="wB97M-V/def2-TZVPD" multiplicity=2 e_above_lowest_kcal_mol=35.5 e_tot_ha=-2090.48862 e_homo_ev="-14.022 / -13.988" charge=+2 mol_weight_g_mol=515.61
H 1.225 0.094 -2.037 -0.023
P 0.087 2.695 -0.243 0.946
C 0.423 -3.872 0.908 -0.522
H -1.662 -4.197 1.520 0.073
H -0.342 -5.616 -1.777 0.062
N 1.672 0.061 -1.107 -0.325
H 0.329 -1.123 4.699 0.123
H -0.374 5.763 -1.081 0.056
H -0.481 4.011 3.330 0.108
H 1.331 -3.426 1.363 0.113
C 1.742 -2.542 -1.352 -0.276
C -2.351 -3.798 -1.248 -0.096
H -0.151 -5.901 0.255 0.089
H -1.042 2.512 2.538 0.026
H -3.040 4.265 -1.586 0.101
N -0.219 -0.078 1.699 -0.001
C 0.818 5.175 1.155 -0.100
H -0.913 -2.769 2.281 0.047
P 0.106 -2.710 -0.524 0.944
H 2.463 -3.265 -0.871 0.110
C -0.959 3.679 -1.354 -0.553
C -0.367 -4.762 -2.442 -0.092
H -0.982 5.399 -2.661 0.099
C -0.388 5.001 -1.835 -0.091
H 2.440 3.312 -0.498 0.114
H 1.550 5.308 0.373 0.064
H 3.082 1.230 -2.049 0.137
C 0.761 -5.325 0.532 -0.099
O -3.944 -0.040 1.348 0.167
H -2.827 -2.912 -0.785 0.068
C -2.369 3.887 -0.807 -0.093
H -0.743 0.279 4.882 0.127
C 2.476 1.288 -1.128 -0.228
H 1.003 0.506 4.622 0.126
H 1.636 -2.848 -2.432 0.100
H 1.506 -5.398 -0.262 0.075
H -2.421 4.585 0.008 0.066
H -2.382 -4.596 -0.517 0.072
C 0.398 3.702 1.359 -0.504
C -0.779 3.537 2.346 -0.115
H 1.285 3.162 1.787 0.112
H -0.014 0.076 -2.262 -0.084
C -0.947 -3.517 -1.784 -0.547
H -1.041 -2.738 -2.545 0.105
H 1.179 -5.823 1.429 0.098
H 1.618 3.071 -2.065 0.096
Ce -0.637 0.004 -0.434 0.722
H 3.145 -1.189 -0.417 0.115
C 0.127 -0.103 4.295 0.002
H 3.127 1.202 -0.279 0.114
H 3.090 -1.007 -2.192 0.135
H -0.985 -5.050 -3.296 0.097
C 1.717 2.640 -1.046 -0.288
H -1.685 4.100 1.970 0.087
C 2.492 -1.165 -1.276 -0.213
H 0.651 -4.605 -2.846 0.082
H -1.042 3.014 -2.207 0.103
C -0.079 -0.087 2.868 -0.080
C -3.046 -0.027 0.623 0.015
H 1.236 5.544 2.124 0.100
C -0.723 -3.799 1.931 -0.110
H -0.104 5.823 0.949 0.101
H -2.842 2.949 -0.458 0.068
H -3.018 -4.092 -2.063 0.098
H 0.640 4.909 -2.244 0.086
H -0.455 -4.403 2.812 0.094



14
Properties=species:S:1:pos:R:3:lowdin_charge:R:1 method="wB97M-V/def2-TZVPD" multiplicity=3 e_tot_ha=-323.70668 e_homo_ev="-17.928 / -21.729" charge=+2 mol_weight_g_mol=97.12
C 1.262 0.759 0.489 0.032
C -2.103 0.062 -0.835 0.149
H 2.145 0.195 0.655 0.109
C 0.306 -1.263 -0.104 0.266
H 1.201 1.302 1.433 0.133
H 1.522 1.603 -0.283 0.185
C -1.281 -2.107 -0.841 0.124
N 0.141 -0.066 0.125 -0.077
C -1.108 0.619 -0.126 0.170
O -2.074 -1.240 -1.174 0.111
H -3.119 0.623 -1.076 0.255
H -1.279 -3.193 -1.163 0.187
H -1.268 1.533 0.496 0.206
H 1.110 -1.901 0.045 0.147